Formula: C45H47CrN3P2
Source: the OMol25 dataset
Level of theory: ωB97M-V/def2-TZVPD

Output
Net charge: +2
Multiplicity: 5
Orbital gap (spin up / spin down), Eh: 0.260 / 0.267
Max |F|, Eh/bohr: 0.018
DFT total energy, Eh: -3633.993554
E_HOMO (spin up / spin down), eV: -13.3036 / -13.7166

Each line ends with the Mulliken charge.
Atoms and positions in Å:
Cr -0.405 0.584 0.475  0.810
C -1.596 3.213 -2.025  -1.261
C -0.091 3.358 -2.000  1.376
C 0.565 3.774 -3.153  -0.858
C 1.933 3.988 -3.161  -0.995
C 2.664 3.815 -1.996  -0.894
C 2.053 3.406 -0.815  1.811
C 2.895 3.266 0.430  -1.565
C 0.680 3.158 -0.855  -1.486
N 0.008 2.595 0.302  1.741
C -0.294 3.290 1.325  0.413
C -0.048 4.746 1.489  -2.069
C -1.076 2.531 2.404  1.002
C -1.591 3.267 3.587  -2.145
N -1.260 1.293 2.166  1.075
C -2.218 0.518 2.941  -0.928
C -3.572 0.724 2.686  1.515
C -4.092 1.709 1.660  -1.512
C -4.481 -0.041 3.412  -0.881
C -4.052 -0.965 4.349  -1.014
C -2.694 -1.151 4.568  -1.055
C -1.750 -0.419 3.862  1.224
C -0.278 -0.610 4.125  -1.251
H -2.051 4.160 -2.318  0.537
H -2.021 2.927 -1.064  -0.283
H -1.904 2.468 -2.755  0.178
H -0.018 3.946 -4.051  0.527
H 2.428 4.310 -4.068  0.459
H 3.732 4.005 -1.992  0.540
H 3.230 4.249 0.771  0.499
H 3.789 2.675 0.226  0.536
H 2.373 2.786 1.255  -0.141
H 0.411 5.175 0.605  0.428
H 0.599 4.929 2.352  0.372
H -0.994 5.256 1.690  0.494
H -0.767 3.807 4.060  0.521
H -2.053 2.599 4.307  0.470
H -2.326 4.019 3.281  0.383
H -3.317 2.119 1.012  -0.334
H -4.600 2.547 2.142  0.425
H -4.827 1.224 1.016  0.530
H -5.542 0.099 3.233  0.520
H -4.775 -1.540 4.912  0.451
H -2.356 -1.873 5.302  0.475
H -0.119 -1.427 4.826  0.535
H 0.180 0.286 4.555  0.297
H 0.265 -0.853 3.212  0.173
C 1.834 0.147 -1.895  -1.588
N 0.803 -0.533 -1.082  0.120
P 1.125 -1.549 0.302  1.588
C 1.551 -3.186 -0.312  1.155
C 2.313 -3.393 -1.462  -0.874
C 2.649 -4.682 -1.847  -0.826
C 2.239 -5.768 -1.081  -0.664
C 1.491 -5.567 0.070  -0.753
C 1.144 -4.278 0.451  -0.868
C 2.691 -0.891 0.948  -0.077
C 2.622 0.177 1.848  0.710
C 3.761 0.688 2.450  -1.229
C 4.995 0.119 2.170  -0.730
C 5.081 -0.951 1.289  -0.842
C 3.940 -1.457 0.686  -0.552
P -0.866 -0.478 -1.753  1.060
C -1.716 -1.873 -0.982  -0.082
C -1.536 -3.218 -1.307  -0.247
C -2.231 -4.190 -0.607  -0.685
C -3.103 -3.834 0.419  -0.793
C -3.307 -2.499 0.736  -0.579
C -2.626 -1.526 0.020  -0.374
C -0.701 -0.895 -3.494  1.254
C 0.184 -1.865 -3.962  -0.428
C 0.184 -2.208 -5.306  -0.874
C -0.705 -1.593 -6.181  -0.674
C -1.593 -0.634 -5.717  -0.797
C -1.591 -0.280 -4.374  -1.024
H 2.651 0.467 -1.251  0.368
H 1.405 1.031 -2.373  0.283
H 2.218 -0.503 -2.678  0.489
H 2.665 -2.557 -2.052  0.524
H 3.240 -4.840 -2.741  0.495
H 2.511 -6.772 -1.380  0.434
H 1.171 -6.413 0.666  0.474
H 0.539 -4.124 1.338  0.468
H 1.659 0.605 2.113  0.367
H 3.687 1.510 3.152  0.475
H 5.888 0.498 2.651  0.429
H 6.042 -1.402 1.076  0.480
H 4.030 -2.305 0.020  0.415
H -0.855 -3.509 -2.099  0.318
H -2.092 -5.234 -0.861  0.497
H -3.641 -4.603 0.960  0.453
H -4.000 -2.213 1.519  0.499
H -2.840 -0.479 0.223  0.441
H 0.863 -2.362 -3.282  0.396
H 0.873 -2.959 -5.671  0.488
H -0.707 -1.869 -7.228  0.412
H -2.284 -0.157 -6.400  0.443
H -2.289 0.467 -4.015  0.376